Entry 1:
Density functional theory data (the ωB97M-V functional and the def2-TZVPD basis) for C27H41NO5PbSeSi as an isolated structure.

Results
Energy relative to the best compared isomer or geometry (same formula, charge and spin) ... 9.4 kcal/mol
E_HOMO ... -8.62 eV
Frontier orbital gap ... 7.213 eV
Charge ... 0
Spin multiplicity ... 1

Each line ends with the Mulliken charge.
Positions of all 77 atoms, in Å:
Pb 0.228 1.173 -0.181  1.64
C 0.239 -0.766 1.935  -1.29
C -0.941 -0.375 1.109  1.93
C -1.022 -1.485 0.051  -0.95
C 0.022 -2.307 0.291  -0.52
C 0.798 -1.887 1.448  -0.34
C 1.994 -2.617 2.021  1.88
C 2.490 -3.698 1.058  -2.00
C 1.569 -3.273 3.343  -1.80
C 3.137 -1.631 2.289  -1.53
C -1.985 -1.691 -1.119  3.22
C -3.352 -2.230 -0.665  -2.00
C -2.165 -0.416 -1.956  -1.62
C -1.401 -2.742 -2.077  -2.25
C -2.128 0.219 1.896  2.02
C -2.800 -0.972 2.605  -1.68
C -3.144 0.976 1.047  -1.61
C -1.661 1.191 2.991  -1.91
H 0.549 -0.197 2.797  0.36
H 0.307 -3.133 -0.341  0.78
H 1.739 -4.475 0.905  0.38
H 3.382 -4.174 1.469  0.43
H 2.752 -3.276 0.085  0.36
H 0.718 -3.939 3.190  0.36
H 1.281 -2.518 4.076  0.32
H 2.393 -3.858 3.758  0.48
H 3.542 -1.244 1.351  0.21
H 3.946 -2.132 2.824  0.54
H 2.806 -0.786 2.896  0.30
H -3.957 -1.502 -0.130  0.33
H -3.225 -3.105 -0.025  0.35
H -3.919 -2.538 -1.545  0.53
H -2.473 0.443 -1.360  -0.59
H -2.940 -0.574 -2.710  0.73
H -1.235 -0.176 -2.470  0.16
H -1.338 -3.725 -1.608  0.48
H -0.412 -2.446 -2.429  0.35
H -2.059 -2.831 -2.943  0.45
H -3.202 -1.702 1.908  0.26
H -3.619 -0.603 3.226  0.47
H -2.083 -1.477 3.255  0.31
H -3.587 0.380 0.258  0.15
H -2.688 1.864 0.596  0.15
H -3.953 1.329 1.689  0.59
H -1.117 0.678 3.783  0.37
H -2.544 1.642 3.446  0.55
H -1.024 1.987 2.612  0.25
O 6.544 0.741 -0.025  -0.54
C 5.202 0.832 0.004  0.94
C 4.524 1.596 0.951  -0.50
C 3.148 1.622 0.902  -0.07
N 2.486 0.945 -0.026  -0.12
C 3.116 0.210 -0.941  0.16
C 4.487 0.117 -0.959  -0.63
C 2.209 -0.503 -1.938  0.05
O 2.694 -1.334 -2.678  -0.73
O 0.974 -0.135 -1.882  -0.42
C 2.290 2.397 1.896  0.19
O 2.851 2.962 2.815  -0.72
O 1.033 2.341 1.650  -0.58
H 6.927 1.276 0.680  0.32
H 5.029 2.160 1.726  0.52
H 4.981 -0.494 -1.700  0.60
C -1.444 2.264 -4.370  -0.93
Si -1.578 3.458 -2.946  0.47
C -1.417 5.216 -3.551  -1.11
C -3.194 3.236 -2.037  -0.93
Se 0.264 3.323 -1.563  -0.47
H -2.111 2.579 -5.178  0.41
H -1.721 1.251 -4.079  0.26
H -0.425 2.234 -4.758  0.30
H -2.222 5.430 -4.259  0.32
H -0.467 5.374 -4.064  0.32
H -1.484 5.930 -2.729  0.31
H -4.001 3.643 -2.653  0.48
H -3.201 3.763 -1.081  0.27
H -3.418 2.185 -1.858  0.23

Entry 2:
Density functional theory data (the ωB97M-V functional and the def2-TZVPD basis) for a 12-piece molecular cluster, C60H72O28 overall.

Results
E_HOMO ... -7.49 eV
Frontier orbital gap ... 7.533 eV
Charge ... 0
Spin multiplicity ... 1
SMILES ... Oc1ccc(O)cc1.Oc1ccc(O)cc1.Oc1ccc(O)cc1.Oc1ccc(O)cc1.Oc1ccc(O)cc1.Oc1ccc(O)cc1.Oc1ccc(O)cc1.Oc1ccc(O)cc1.COC(=O)OC.COC(=O)OC.COC(=O)OC.COC(=O)OC

Each line ends with the Mulliken charge.
Positions of all 160 atoms, in Å:
O -3.281 -4.962 -5.509  -0.57
C -2.177 -4.923 -4.639  0.24
C -1.352 -3.816 -4.571  -0.20
C -0.359 -3.688 -3.656  0.48
C -0.023 -4.789 -2.875  -0.21
O 1.097 -4.748 -2.062  -0.42
C -0.727 -5.939 -2.967  -0.58
C -1.833 -6.029 -3.819  -0.58
H -3.689 -5.824 -5.613  0.35
H -1.588 -2.945 -5.165  0.28
H 0.295 -2.829 -3.646  0.33
H 1.488 -3.914 -1.790  0.36
H -0.477 -6.851 -2.445  0.53
H -2.500 -6.858 -3.636  0.23
O 2.250 -2.312 -1.366  -0.07
C 3.446 -2.321 -0.814  -0.03
C 3.964 -1.171 -0.246  0.56
C 5.250 -1.256 0.403  -1.27
C 5.882 -2.488 0.428  0.87
O 7.116 -2.579 0.930  -0.58
C 5.332 -3.633 -0.153  -0.62
C 4.072 -3.541 -0.696  -1.04
H 1.835 -1.450 -1.437  -0.36
H 3.402 -0.252 -0.324  0.64
H 5.823 -0.424 0.786  0.43
H 7.359 -3.489 0.744  0.27
H 5.873 -4.566 -0.114  0.26
H 3.641 -4.453 -1.083  0.53
O 0.799 -0.803 5.535  -0.54
C 0.194 0.451 5.268  0.57
C -0.680 0.890 6.247  -0.73
C -1.288 2.141 6.092  -0.49
C -1.037 2.889 4.945  -0.14
O -1.551 4.163 4.856  -0.30
C -0.191 2.423 3.950  0.58
C 0.578 1.225 4.199  -1.49
H 0.733 -1.069 6.455  0.29
H -0.758 0.444 7.228  0.32
H -1.940 2.511 6.869  0.45
H -1.301 4.704 5.609  0.23
H -0.047 2.986 3.040  0.37
H 1.351 0.954 3.495  0.99
O 1.913 2.238 -2.995  -0.06
C 2.921 2.730 -2.247  0.18
C 3.959 1.862 -1.849  -0.45
C 5.058 2.419 -1.144  -0.78
C 5.092 3.784 -0.987  0.69
O 6.257 4.306 -0.550  -0.59
C 4.152 4.695 -1.408  -0.99
C 3.067 4.120 -1.988  -0.57
H 1.926 1.350 -3.358  0.01
H 4.088 0.827 -2.130  0.83
H 5.947 1.820 -1.011  0.67
H 6.230 5.255 -0.694  0.30
H 4.230 5.771 -1.355  0.37
H 2.245 4.697 -2.386  0.49
O -1.271 10.351 1.780  -0.55
C -1.531 9.003 1.992  0.53
C -2.171 8.493 3.152  -0.84
C -2.306 7.125 3.163  -0.24
C -2.056 6.294 2.087  0.32
O -2.219 4.899 2.122  -0.50
C -1.465 6.833 0.929  -0.33
C -1.267 8.211 0.855  -0.63
H -0.827 10.761 2.525  0.32
H -2.351 9.165 3.979  0.36
H -2.765 6.682 4.034  0.44
H -2.419 4.791 3.054  0.16
H -1.205 6.237 0.067  0.49
H -0.816 8.550 -0.066  0.41
O -4.900 3.188 -4.585  -0.54
C -3.562 3.173 -4.632  0.90
C -2.946 3.188 -5.938  -0.64
C -1.551 3.228 -6.060  -0.35
C -0.752 3.243 -4.925  -0.11
O 0.633 3.175 -5.054  -0.62
C -1.404 3.186 -3.648  0.32
C -2.763 3.251 -3.448  -0.90
H -5.319 3.284 -5.443  0.31
H -3.543 3.059 -6.829  0.25
H -1.051 3.125 -7.012  0.45
H 1.136 3.146 -4.237  0.34
H -0.664 3.009 -2.881  -0.03
H -3.190 3.284 -2.456  0.56
O 1.152 5.702 3.972  -0.48
C 2.101 4.722 3.828  -0.42
C 2.635 3.936 4.882  -0.34
C 3.671 3.095 4.644  -0.70
C 4.173 2.863 3.346  0.80
O 5.303 2.075 3.231  -0.63
C 3.700 3.585 2.292  0.59
C 2.682 4.496 2.522  -0.62
H 0.520 5.594 4.686  0.29
H 2.255 4.070 5.884  0.38
H 4.070 2.588 5.511  0.43
H 5.707 2.299 2.390  0.30
H 4.071 3.447 1.287  -0.23
H 2.301 5.027 1.662  0.59
O -3.162 -0.227 -6.634  -0.59
C -1.969 -0.310 -6.005  0.37
C -0.886 -0.558 -6.817  -0.73
C 0.387 -0.617 -6.280  -0.85
C 0.544 -0.388 -4.938  0.41
O 1.763 -0.457 -4.427  -0.43
C -0.524 -0.110 -4.109  1.48
C -1.773 -0.095 -4.642  -0.97
H -3.022 -0.305 -7.581  0.31
H -1.108 -0.701 -7.865  0.39
H 1.243 -0.909 -6.870  0.44
H 2.413 -0.504 -5.133  0.19
H -0.249 0.098 -3.085  -0.52
H -2.666 0.086 -4.062  0.45
C -5.279 -5.332 -2.334  -0.59
O -4.635 -5.910 -1.200  -0.36
C -4.417 -5.109 -0.109  0.77
O -3.870 -5.524 0.857  -0.46
O -4.924 -3.826 -0.265  -0.35
C -4.911 -2.976 0.888  -0.22
H -4.593 -4.739 -2.938  0.21
H -6.214 -4.836 -2.071  0.38
H -5.488 -6.233 -2.910  0.22
H -5.586 -3.390 1.637  0.30
H -5.046 -1.919 0.660  0.27
H -3.907 -3.084 1.298  -0.15
C -0.850 -6.648 0.926  -0.68
O -0.342 -5.437 1.245  0.02
C 0.850 -5.223 1.823  0.20
O 1.496 -6.040 2.511  -0.65
O 1.183 -3.925 1.628  0.43
C 2.185 -3.334 2.468  -0.76
H -1.527 -6.682 0.072  0.22
H -1.401 -7.117 1.742  0.18
H -0.240 -7.527 0.719  0.35
H 3.186 -3.695 2.229  0.30
H 1.901 -3.212 3.513  0.39
H 2.096 -2.285 2.186  0.06
C -0.695 -1.644 0.432  0.73
O -1.101 -0.269 0.322  -0.49
C -0.211 0.610 -0.183  0.19
O 0.840 0.295 -0.731  0.59
O -0.710 1.834 0.019  -0.52
C 0.203 2.920 0.149  -0.01
H -1.559 -2.208 0.784  0.01
H 0.034 -1.741 1.237  -0.46
H -0.315 -2.117 -0.474  -0.12
H 0.385 3.305 -0.855  0.00
H 1.155 2.640 0.598  0.28
H -0.302 3.656 0.774  -0.16
C -3.338 -7.318 5.076  -0.73
O -2.403 -6.395 4.452  -0.23
C -2.653 -5.122 4.555  0.81
O -3.771 -4.617 4.910  -0.65
O -1.578 -4.492 4.134  -0.19
C -1.466 -3.051 4.010  -0.52
H -3.581 -7.053 6.105  0.32
H -2.906 -8.318 5.042  0.23
H -4.213 -7.309 4.425  0.30
H -0.914 -2.659 4.865  0.34
H -2.438 -2.559 4.048  0.44
H -0.986 -2.560 3.164  -0.06

Entry 3:
Density functional theory data (the ωB97M-V functional and the def2-TZVPD basis) for C3H8O4 as an isolated structure.

Results
Energy relative to the best compared isomer or geometry (same formula, charge and spin) ... 83.7 kcal/mol
E_HOMO ... -8.38 eV
Frontier orbital gap ... 8.593 eV
Charge ... 0
Spin multiplicity ... 1

Each line ends with the natural charge from an NBO analysis.
Positions of all 15 atoms, in Å:
C 0.412 0.398 -0.354  0.55
C -0.198 -0.886 -0.346  0.17
C -0.290 1.684 -0.139  -0.68
O 1.710 0.477 -0.633  -0.62
O 0.089 -0.304 2.103  -1.15
O 0.565 -1.871 -1.004  -0.74
O -1.538 -0.906 -0.710  -0.71
H 1.995 -0.427 -0.886  0.51
H 0.665 0.021 2.809  0.49
H 0.048 -2.141 -1.780  0.49
H -2.057 -1.046 0.095  0.49
H 0.001 -1.034 1.138  0.46
H -0.505 2.133 -1.116  0.24
H 0.335 2.364 0.441  0.24
H -1.233 1.539 0.384  0.26

Entry 4:
Density functional theory data (the ωB97M-V functional and the def2-TZVPD basis) for one molecule with the formula C5H7NO.

Results
Energy relative to the best compared isomer or geometry (same formula, charge and spin) ... 92.3 kcal/mol
E_HOMO ... -7.80 eV
Frontier orbital gap ... 8.503 eV
Charge ... 0
Spin multiplicity ... 1

Each line ends with the natural charge from an NBO analysis.
Positions of all 14 atoms, in Å:
C -0.009 -0.009 2.016  -0.73
C -0.275 -0.427 0.632  0.32
C 0.287 -0.318 -0.591  0.07
N 1.377 -1.217 -0.340  -0.80
C -0.199 0.383 -1.683  -0.48
C -1.356 1.101 -1.313  0.33
O -1.773 1.065 -0.131  -0.60
H 0.144 -0.844 2.707  0.24
H 0.800 0.723 2.149  0.21
H -0.961 0.463 2.270  0.29
H 1.379 -2.109 -0.804  0.40
H 2.279 -0.816 -0.156  0.39
H 0.210 0.318 -2.680  0.23
H -1.905 1.687 -2.076  0.14